# C21H64N6O11

A cluster of 11 separate species, C21H64N6O11 in total in a non-equilibrium geometry (ωB97M-V/def2-TZVPD, the OMol25 dataset).

Values from the calculation:
ΔE to the lowest compared entry with this formula, charge and spin: 7.726 eV
DFT total energy: -1994.46914 hartree
SMILES string: NC(N)=O.NC(N)=O.NC(N)=O.CC(C)O.CC(C)O.CC(C)O.CC(C)O.CC(C)O.CO.CO.CO
LUMO energy: -0.05 eV
gap between HOMO and LUMO: 8.34 eV
F_max: 0.2224 hartree/bohr

```
! wB97M-V def2-TZVPD RIJCOSX def2/J DEFGRID3
* xyz 0 1
N 3.313 -1.873 -25.961
C 4.426 -2.163 -26.537
N 5.471 -1.536 -26.059
O 4.525 -2.975 -27.632
H 2.415 -2.189 -26.341
H 3.379 -1.456 -24.974
H 6.337 -1.878 -26.460
H 5.564 -1.144 -25.205
N 3.096 -5.334 -28.267
C 2.365 -6.391 -28.069
N 2.482 -6.999 -26.913
O 1.622 -6.815 -29.128
H 3.195 -4.857 -29.095
H 3.765 -4.906 -27.702
H 2.000 -7.984 -26.796
H 3.103 -6.641 -26.194
N 8.513 -8.645 -25.879
C 9.723 -8.699 -25.422
N 9.847 -9.167 -24.237
O 10.676 -8.045 -26.211
H 8.297 -8.452 -26.848
H 7.640 -8.925 -25.395
H 10.690 -9.220 -23.677
H 9.079 -9.403 -23.633
C 7.589 -5.397 -22.450
C 8.217 -6.814 -22.469
C 9.109 -7.122 -21.318
O 7.372 -7.723 -22.436
H 6.666 -5.269 -21.848
H 7.295 -5.120 -23.455
H 8.286 -4.630 -22.093
H 8.717 -7.030 -23.422
H 9.557 -8.042 -21.476
H 8.693 -6.982 -20.328
H 9.917 -6.436 -21.287
H 6.623 -7.669 -23.054
C 6.511 -6.363 -27.689
C 7.323 -5.628 -26.567
C 8.757 -5.311 -26.994
O 6.835 -4.513 -26.280
H 5.659 -6.978 -27.349
H 7.045 -7.173 -27.966
H 6.284 -5.831 -28.589
H 7.292 -6.288 -25.728
H 8.750 -4.859 -28.009
H 9.357 -6.161 -27.165
H 9.195 -4.622 -26.207
H 7.410 -3.803 -26.570
C 5.123 -9.703 -26.482
C 5.115 -9.385 -25.027
C 5.682 -10.584 -24.269
O 5.818 -8.365 -24.701
H 4.531 -9.011 -26.996
H 4.703 -10.638 -26.773
H 6.091 -9.662 -27.007
H 4.024 -9.268 -24.783
H 6.713 -10.819 -24.570
H 5.042 -11.460 -24.391
H 5.785 -10.476 -23.240
H 5.402 -7.526 -24.947
C 8.199 -0.331 -22.095
C 8.188 -1.213 -23.287
C 7.007 -2.170 -23.229
O 7.931 -0.608 -24.367
H 7.235 0.178 -22.015
H 8.937 0.447 -21.931
H 8.347 -1.002 -21.258
H 9.131 -1.739 -23.425
H 7.037 -2.819 -24.064
H 6.024 -1.717 -23.243
H 7.061 -2.826 -22.364
H 7.328 0.081 -24.209
C 2.807 -6.525 -23.808
C 3.452 -5.350 -24.428
C 4.021 -4.434 -23.338
O 4.410 -5.662 -25.233
H 3.487 -6.909 -23.022
H 2.694 -7.308 -24.558
H 1.843 -6.374 -23.360
H 2.777 -4.771 -25.088
H 4.727 -4.948 -22.683
H 3.176 -4.096 -22.666
H 4.543 -3.523 -23.780
H 5.092 -4.985 -25.395
C 11.050 -2.538 -25.203
O 11.460 -3.188 -26.367
H 10.023 -2.870 -24.973
H 11.143 -1.474 -25.260
H 11.661 -2.853 -24.381
H 12.062 -3.888 -26.131
C 11.237 -5.560 -23.888
O 11.720 -5.553 -25.230
H 11.065 -6.535 -23.558
H 10.258 -5.024 -23.889
H 12.070 -5.174 -23.318
H 11.087 -6.113 -25.712
C 8.628 -1.243 -27.577
O 8.041 -2.009 -26.586
H 9.564 -1.589 -28.011
H 8.962 -0.304 -27.089
H 7.937 -0.995 -28.373
H 8.352 -1.673 -25.723
*
```